1.
A molecular structure, AgClN3O9 in a non-equilibrium geometry. Source: the OMol25 dataset; level of theory: ωB97M-V/def2-TZVPD.

Geometry (Å):
1 Ag -0.739 -0.076 0.015
2 Cl -2.537 0.104 1.615
3 N 1.636 1.043 1.918
4 O 2.577 0.344 2.240
5 O 1.614 2.234 1.616
6 O 0.657 0.452 1.917
7 N -0.997 2.023 -2.070
8 O -0.259 1.082 -2.047
9 O -1.063 2.701 -1.109
10 O -1.475 2.616 -2.994
11 N 0.135 -3.144 -0.300
12 O 0.470 -2.493 0.659
13 O 0.693 -4.187 -0.437
14 O -0.711 -2.698 -1.024

**Charge**: -3
**Calculated total energy**: -1448.12944 Eh
**Gap between HOMO and LUMO**: 6.808 eV

2.
A molecular structure, C4H24AlB4O2S in a non-equilibrium geometry. Source: the OMol25 dataset; level of theory: ωB97M-V/def2-TZVPD.

Geometry (Å):
1 Al 3.541 -8.387 -1.757
2 B 4.653 -9.935 -6.903
3 H 3.610 -10.172 -6.758
4 H 4.755 -8.864 -6.986
5 H 5.181 -10.384 -6.076
6 H 5.068 -10.330 -7.818
7 B 3.482 -2.533 -2.757
8 H 4.257 -1.819 -2.991
9 H 2.555 -2.022 -2.964
10 H 3.591 -3.391 -3.401
11 H 3.359 -2.894 -1.748
12 B 7.887 -10.959 0.506
13 H 6.986 -10.888 1.096
14 H 7.666 -11.582 -0.347
15 H 8.205 -9.974 0.202
16 H 8.755 -11.411 0.960
17 B -1.297 -6.268 -3.991
18 H -2.072 -6.966 -4.268
19 H -0.360 -6.298 -4.526
20 H -1.823 -5.328 -3.941
21 H -1.066 -6.551 -2.976
22 C 2.673 -13.291 7.033
23 C 1.291 -12.900 7.530
24 C 0.739 -11.898 6.518
25 S 1.129 -12.841 4.935
26 O 1.407 -11.850 3.880
27 O 0.104 -13.838 4.697
28 C 2.632 -13.663 5.555
29 H 3.045 -14.124 7.630
30 H 3.460 -12.575 7.271
31 H 1.457 -12.444 8.506
32 H 0.722 -13.825 7.629
33 H 1.411 -11.041 6.466
34 H -0.293 -11.549 6.544
35 H 3.544 -13.178 5.207
36 H 2.683 -14.722 5.303

**Charge**: -1
**Calculated total energy**: -1056.47981 Eh
**Gap between HOMO and LUMO**: 1.458 eV
**Energy relative to the best compared isomer or geometry (same formula, charge and spin)**: 10.793 eV

3.
3 unconnected molecules or ions with the total composition C4H16NO2. Source: the OMol25 dataset; level of theory: ωB97M-V/def2-TZVPD.

Geometry (Å):
1 C -0.078 0.711 0.857
2 C 0.629 1.634 -0.115
3 C 2.098 1.297 -0.401
4 C 2.353 -0.063 -1.048
5 N -0.514 -0.568 0.199
6 H 0.556 0.433 1.700
7 H -0.985 1.159 1.258
8 H 0.061 1.682 -1.051
9 H 0.582 2.643 0.297
10 H 2.483 2.076 -1.057
11 H 2.646 1.348 0.543
12 H 2.275 -0.905 -0.353
13 H 3.372 -0.119 -1.432
14 H 1.696 -0.240 -1.906
15 H 0.278 -1.018 -0.262
16 H -1.227 -0.381 -0.531
17 H -0.900 -1.230 0.896
18 H -3.315 -0.119 -1.853
19 H -2.150 0.101 -2.837
20 O -2.357 -0.052 -1.908
21 H -1.966 -2.028 3.013
22 H -0.933 -3.092 2.594
23 O -1.259 -2.205 2.381

**Charge**: +1
**Calculated total energy**: -367.02949 Eh
**Gap between HOMO and LUMO**: 12.365 eV
**Energy relative to the best compared isomer or geometry (same formula, charge and spin)**: 0.000 eV

4.
A molecular structure, C32H24ClF3N5O16P2S2W. Source: the OMol25 dataset; level of theory: ωB97M-V/def2-TZVPD.

Geometry (Å):
1 W 1.174 0.230 0.110
2 O -1.013 4.729 -5.886
3 N -0.643 4.880 -4.746
4 O -0.378 5.941 -4.218
5 C -0.541 3.668 -3.908
6 C -1.417 2.681 -4.165
7 C -1.425 1.501 -3.365
8 C -2.342 0.456 -3.581
9 C -2.303 -0.626 -2.755
10 C -1.335 -0.685 -1.746
11 N -0.434 0.259 -1.548
12 C -0.501 1.369 -2.330
13 C 0.421 2.426 -2.070
14 N 1.286 2.232 -1.045
15 C 2.212 3.146 -0.821
16 C 2.315 4.312 -1.578
17 C 1.427 4.547 -2.589
18 C 0.431 3.585 -2.855
19 H -2.120 2.787 -4.980
20 H -3.067 0.534 -4.381
21 H -2.996 -1.448 -2.855
22 H -1.319 -1.516 -1.073
23 H 2.904 2.963 -0.016
24 H 3.101 5.015 -1.349
25 H 1.485 5.450 -3.175
26 C -4.694 -4.102 3.919
27 C -3.416 -3.564 3.347
28 C -3.276 -3.354 1.978
29 C -2.096 -2.865 1.446
30 C -1.040 -2.602 2.301
31 C -1.138 -2.823 3.674
32 C -2.333 -3.288 4.184
33 S 0.499 -2.020 1.745
34 O 0.637 -0.547 2.039
35 O 1.513 -2.841 2.308
36 N 0.491 -1.786 0.136
37 C 0.743 -2.861 -0.780
38 C 1.016 -4.160 -0.356
39 C 1.199 -5.125 -1.332
40 C 1.117 -4.776 -2.672
41 C 0.852 -3.454 -2.979
42 N 0.661 -2.519 -2.052
43 H -5.511 -4.033 3.203
44 H -4.976 -3.559 4.821
45 H -4.573 -5.151 4.193
46 H -4.106 -3.571 1.317
47 H -2.007 -2.702 0.384
48 H -0.295 -2.634 4.326
49 H -2.426 -3.449 5.251
50 H 1.113 -4.419 0.686
51 H 1.417 -6.143 -1.040
52 H 1.262 -5.505 -3.455
53 H 0.794 -3.113 -4.006
54 O 3.981 2.553 2.404
55 P 2.802 1.541 2.651
56 O 1.836 1.931 3.655
57 O 2.172 1.416 1.166
58 O 3.485 0.116 2.822
59 P 4.038 -0.776 1.576
60 O 4.985 0.316 0.859
61 O 4.733 -1.981 1.978
62 O 2.800 -0.914 0.658
63 H 4.732 2.140 1.946
64 H 5.869 -0.047 0.708
65 Cl -3.858 4.979 4.956
66 C -3.191 3.829 3.854
67 C -1.818 3.790 3.660
68 C -1.288 2.872 2.771
69 C -2.131 1.996 2.094
70 C -3.507 2.032 2.313
71 C -4.044 2.957 3.187
72 C -1.597 0.974 1.176
73 O -2.191 -0.004 0.797
74 O -0.333 1.246 0.757
75 H -1.176 4.463 4.210
76 H -0.216 2.811 2.642
77 H -4.146 1.332 1.792
78 H -5.109 3.008 3.363
79 F 4.573 -1.030 -4.234
80 C 4.034 -1.078 -3.027
81 F 4.935 -0.728 -2.118
82 F 3.611 -2.307 -2.774
83 S 2.629 0.118 -2.985
84 O 3.200 1.416 -3.121
85 O 1.623 -0.330 -3.883
86 O 2.211 -0.111 -1.512

**Charge**: +1
**Calculated total energy**: -5017.54938 Eh
**Gap between HOMO and LUMO**: 6.246 eV
**Energy relative to the best compared isomer or geometry (same formula, charge and spin)**: 1.179 eV